A structure of composition C31H27BrN4PS2Sn in a non-equilibrium geometry, computed with the ωB97M-V functional and the def2-TZVPD basis.

Its net charge is +3. As for the total energy: -145349.43726 eV. The molecular weight is 749.31 g/mol. As for the energy above the lowest of the compared OMol25 structures with the same formula, charge and spin: 65.01 kcal per mole. As for the multiplicity: 1. The HOMO energy (spin up / spin down) is -15.43 / -15.43 eV.

```
67
C31H27BrN4PS2Sn the ωB97M-V functional and the def2-TZVPD basis
Sn -0.0418 -1.9632 0.1412
Br -1.9777 0.4927 6.4319
S -3.7860 1.1292 1.4403
S 1.5171 -3.0040 5.1992
P 0.9771 0.4919 -2.0303
N -1.9079 -0.6066 1.4347
N -1.1522 -3.0223 3.1019
N 0.7795 -1.6551 3.0807
N 0.6989 -0.5827 -0.8613
C -3.1513 -1.7161 5.2353
C -1.6885 3.3648 -0.9865
C 3.7350 3.4519 -1.9822
C -0.6543 2.4455 -0.9667
C -2.2648 2.6823 -3.2208
C 0.1923 -1.2940 -3.9888
C -3.0226 0.7764 2.9116
C -2.9923 -0.3021 -0.7890
C 2.2207 -0.5786 -5.7458
C -2.0479 -0.1594 2.7348
C -0.4414 -1.9385 3.7970
C 2.1270 0.0509 -4.5111
C 0.2910 -1.9174 -5.2179
C 2.6057 2.7045 -2.2705
C -0.0387 -2.6389 5.1022
C 3.4162 0.9431 -0.8322
C -2.3501 -3.3303 3.3891
C -2.7785 0.0001 0.6514
C -2.5019 3.4755 -2.1109
C 4.5441 1.6966 -0.5466
C -2.1535 -0.7143 5.1132
C -1.2161 1.7678 -3.2101
C 1.1062 -0.3003 -3.6288
C 3.2291 -1.9995 3.1065
C 2.4430 1.4448 -1.6911
C -1.2189 -0.6147 3.9375
C -0.4070 1.6478 -2.0852
C -3.2669 -2.7982 4.4247
C 4.6962 2.9541 -1.1134
C 1.3100 -1.5598 -6.0949
C 1.8349 -2.0895 3.5934
H -0.4692 0.1577 4.1247
H 3.9317 -1.8568 3.9273
H 3.3094 -1.1727 2.4037
H -3.8486 -0.9718 -0.8975
H 5.5665 3.5504 -0.8758
H -3.8791 -1.6033 6.0308
H 3.0117 -0.3038 -6.4289
H -0.4194 -2.6821 -5.4981
H -2.7501 -4.1601 2.8104
H 3.8613 4.4284 -2.4275
H 1.8597 3.1022 -2.9480
H 3.2948 -0.0420 -0.4012
H -2.1199 -0.7729 -1.2356
H -0.6075 -1.5731 -3.3093
H -0.7401 -2.9678 5.8572
H -1.8496 4.0177 -0.1384
H -2.8828 2.7839 -4.1011
H -4.1396 -3.4233 4.5888
H 1.3967 -2.0592 -7.0502
H -3.3134 4.1907 -2.1235
H -3.2011 0.6068 -1.3516
H -1.0144 1.1728 -4.0897
H 5.3063 1.3048 0.1124
H 2.8502 0.8073 -4.2411
H 3.4953 -2.9333 2.6027
H -0.0126 2.3673 -0.0956
H -3.2999 1.2980 3.8124
```

---

A structure of composition C31H27BrN6O2Ti in a non-equilibrium geometry, computed with the ωB97M-V functional and the def2-TZVPD basis.

Its net charge is +2. As for the total energy: -138768.60310 eV. The molecular weight is 643.37 g/mol. As for the energy above the lowest of the compared OMol25 structures with the same formula, charge and spin: 4.27 kcal per mole. As for the multiplicity: 3. The HOMO energy (spin up / spin down) is -12.41 / -14.20 eV.

```
68
C31H27BrN6O2Ti the ωB97M-V functional and the def2-TZVPD basis
Br 6.1154 -3.0767 -0.1764
Ti -0.0079 0.0202 -0.4135
O 1.1425 3.5393 -2.4959
O -2.0321 -2.7398 -2.9078
N 1.9720 -0.9984 -0.4554
N -0.7196 0.3091 1.7049
N -1.2615 1.1144 3.6638
N 0.8005 2.0635 -0.8461
N -1.3707 -1.5734 -1.1149
N -0.1709 0.2522 -2.4826
C 1.5590 4.2549 -1.2948
C -1.1966 3.7022 0.4975
C -1.7713 4.7420 2.5887
C -2.0891 0.1986 1.8783
C 1.2192 3.2867 -0.1319
C 0.5332 4.3370 2.0371
C -2.1560 4.1803 1.3782
C -0.4252 4.8235 2.9158
C -0.2594 0.8705 2.8066
C -2.3515 -3.6081 -1.7723
C 0.2585 1.5377 -4.4506
C -2.4349 0.6903 3.0950
C 0.7960 2.3317 -2.1026
C -1.9149 -3.5405 1.8334
C 3.9017 -1.6099 0.8235
C -0.8872 -0.5686 -4.6128
C 3.7425 -2.2326 -1.4839
C -0.7987 -0.6657 -3.2345
C 4.4495 -2.2355 -0.2873
C 0.7147 -4.3225 1.4085
C 0.1542 3.7759 0.8231
C 2.6648 -1.0132 0.6917
C -1.1850 -4.1152 2.8664
C -2.1120 -2.7166 -0.5363
C 0.3081 1.3522 -3.0806
C 2.5179 -1.6020 -1.5215
C 0.1296 -4.5021 2.6563
C -0.0160 -3.7546 0.3769
C -1.3354 -3.3579 0.5861
C -0.3295 0.5454 -5.2282
C -1.4115 -1.6977 -2.3951
H -1.1619 1.5399 4.5715
H -3.0614 -2.3403 -0.1476
H -0.3789 0.6557 -6.3025
H 0.6587 2.4413 -4.8890
H -2.5188 5.1304 3.2679
H 0.4410 -3.6328 -0.5995
H 0.6948 -4.9567 3.4589
H 1.5849 4.4074 2.2937
H 1.7346 -4.6426 1.2363
H -3.3839 0.7794 3.5926
H 0.7662 1.1259 3.0132
H -1.3953 -1.3381 -5.1775
H -1.6478 -4.2674 3.8323
H -3.3758 -3.9456 -1.8881
H 2.1218 3.0737 0.4424
H 4.1418 -2.7104 -2.3670
H 2.6271 4.4379 -1.3846
H -0.1197 5.2762 3.8502
H -1.6690 -4.4556 -1.8110
H -2.9434 -3.2409 2.0004
H -3.2041 4.1284 1.1133
H 1.0182 5.1958 -1.2602
H 1.9426 -1.5755 -2.4386
H 2.1966 -0.5380 1.5462
H 4.4220 -1.5949 1.7703
H -2.7250 -0.2295 1.1222
H -1.5078 3.2799 -0.4521
```

---

A structure of composition C31H27CdF12N5O2Te, computed with the ωB97M-V functional and the def2-TZVPD basis.

Its net charge is -2. As for the total energy: -88603.93138 eV. The molecular weight is 969.58 g/mol. As for the energy above the lowest of the compared OMol25 structures with the same formula, charge and spin: 0.00 kcal per mole. As for the multiplicity: 1. The HOMO energy is -1.28 eV.

```
79
C31H27CdF12N5O2Te the ωB97M-V functional and the def2-TZVPD basis
Te 2.6260 0.2071 -2.0665
Cd 0.5140 -0.1979 -0.3816
F 0.3538 -4.3502 2.3273
F -3.5540 3.5910 -0.4647
F -0.3320 -0.7745 4.0470
F -3.8868 1.6310 0.3889
F -1.1181 -2.7169 3.5723
F 0.5649 3.0091 -0.6211
F 1.4241 -3.5379 4.0259
F -3.3550 1.8523 -1.7033
F 2.4067 -3.7816 2.1045
F -0.6734 2.4649 -2.3055
F -1.1464 4.2237 -1.1360
F -1.4473 -1.0982 2.2162
O 0.6093 -2.0784 0.8948
O -1.4405 0.7307 -0.3826
N 0.5624 0.8025 1.6539
N -0.7460 -4.3339 -1.4203
N -0.1413 -2.1378 -2.4112
N -1.9849 -5.6541 -0.0282
N -2.1158 -3.3378 0.2134
C -0.5176 -1.6130 3.0146
C -1.2378 2.4693 1.3545
C -1.5771 2.0407 -0.0994
C 3.9259 0.9383 3.1992
C -0.4484 -3.1378 -1.9137
C -1.7311 4.0045 3.2168
C 2.7532 1.3278 2.5875
C 1.7204 0.4188 2.3081
C 4.3723 0.0858 -0.8442
C 4.7562 2.5991 -1.0107
C 6.9051 -0.1903 0.3742
C 1.9307 -0.9430 2.6277
C 3.9279 -2.3862 -0.4514
C -1.5683 -4.4001 -0.4175
C 3.1293 -1.3056 3.2400
C -2.5720 5.1239 3.7773
C -0.7364 3.3836 3.9567
C -1.9464 3.5182 1.9324
C 5.1909 1.2054 -0.6393
C 0.8342 -1.9675 2.2257
C -0.1782 1.8560 2.1027
C 8.2996 -0.3611 0.9216
C 0.0029 2.3502 3.4223
C -3.0909 2.3057 -0.4629
C 1.2535 -3.4019 2.6852
C -0.7058 2.9404 -1.0509
C 4.7957 -1.1623 -0.3508
C 6.4413 1.0475 -0.0398
C 4.1253 -0.3905 3.5536
C 6.0526 -1.2779 0.2368
C 5.3783 -0.8334 4.2633
H -1.3952 -6.3754 -0.4112
H -1.4962 -2.5293 0.2746
H 6.1711 -0.0946 4.1374
H 7.0718 1.9236 0.0924
H 4.0760 2.9926 -0.2494
H -2.7349 5.9100 3.0355
H 2.9475 -2.2194 0.0013
H 5.7400 -1.7867 3.8716
H 8.9602 -0.8104 0.1741
H 5.2102 -0.9607 5.3380
H 5.6181 3.2675 -1.0807
H 4.3992 -3.2332 0.0530
H 3.7432 -2.6453 -1.4964
H -2.7202 4.0053 1.3579
H 4.7068 1.6703 3.3852
H 8.3096 -1.0133 1.7970
H 3.3180 -2.3346 3.5105
H 2.5999 2.3601 2.2945
H 6.3730 -2.2533 0.5946
H 0.7504 1.8727 4.0401
H 4.2092 2.6137 -1.9511
H 8.7301 0.6005 1.2081
H -2.5835 -3.5217 1.0861
H -0.5376 3.7055 4.9765
H -2.0870 5.5781 4.6447
H -2.1536 -5.7557 0.9592
H -3.5590 4.7742 4.0996
```

---

energy above the lowest of the compared OMol25 structures with the same formula, charge and spin of number 2 (C31H27BrN6O2Ti)? 4.27 kcal per mole

---

Number 3 is which compound? C31H27CdF12N5O2Te

---

What is the net charge in the third record? -2